(1)
18
Properties=species:S:1:pos:R:3:mulliken_spin:R:1 method="wB97M-V/def2-TZVPD" spin_multiplicity=2 s_squared=0.75 total_charge=-1 homo_energy_ev="0.82 / -5.39"
C -1.0322 -1.1271 2.6892 0.05
C 0.2939 -0.5695 1.9629 -0.10
C 0.1557 0.4711 0.8747 2.59
N 0.1390 1.7352 1.4656 0.85
O -0.4818 0.1897 -0.1752 -0.96
H -1.0260 -1.0919 3.7440 0.02
H -1.8609 -0.5279 2.2778 -0.05
H -1.1549 -2.1556 2.3124 0.00
H 0.8229 -1.4588 1.5778 -0.15
H 0.9745 -0.1211 2.7316 -0.16
H 0.6686 1.8738 2.2632 -0.62
H 0.1210 2.6811 0.9403 -0.44
H 0.2683 -1.9312 -3.5039 -0.02
H -0.0344 -0.6636 -2.5161 0.02
O 0.1017 -1.7061 -2.5888 -0.02
H 0.3038 1.2291 -2.2890 -0.01
H 1.5150 0.5918 -3.1942 -0.03
O 0.6205 1.1140 -3.2065 0.01



(2)
18
Properties=species:S:1:pos:R:3:mulliken_spin:R:1 method="wB97M-V/def2-TZVPD" spin_multiplicity=2 s_squared=0.75 total_charge=-1 homo_energy_ev="0.91 / -6.47"
C 0.9812 -0.1130 2.0880 0.87
C 0.0920 -0.4848 0.9528 0.84
C 0.4501 -1.7100 0.1206 0.81
N 1.4675 -1.5567 -0.8449 0.86
O -0.2591 -2.6457 0.1123 -0.55
H 0.4993 0.5299 2.8355 -0.25
H 1.3294 -0.8735 2.7438 -0.19
H 1.9740 0.3727 1.9698 -0.36
H -0.0561 0.3413 0.2706 -0.47
H -0.8401 -1.0390 1.4262 -0.01
H 2.1083 -0.6253 -1.0130 -0.40
H 1.5162 -2.3305 -1.4023 -0.35
H -1.3020 6.7054 0.5429 -0.10
H 0.0806 6.7506 1.1405 -0.10
O -0.5112 7.1737 0.3853 0.33
H -1.4719 -2.6979 -3.1299 -0.03
H -1.6136 -2.2712 -1.7154 0.05
O -1.9342 -2.0429 -2.5880 0.05



(3)
18
Properties=species:S:1:pos:R:3:lowdin_charge:R:1 method="wB97M-V/def2-TZVPD" homo_energy_ev=-9.30
C -1.1129 0.7380 -2.0105 0.00
C -0.3340 0.4523 -0.7666 -0.50
N -0.8069 -0.5561 0.0851 -0.01
C -2.0626 -0.3716 0.8032 -0.09
O 0.5606 1.1913 -0.3733 0.05
H -1.2642 1.8177 -2.1012 0.09
H -2.0680 0.2493 -2.0537 0.07
H -0.4922 0.4487 -2.8696 0.10
H -0.0029 -0.8565 0.6196 0.07
H -1.9058 -0.6820 1.8464 0.09
H -2.6515 0.5489 0.8706 0.08
H -2.7705 -1.0722 0.3492 0.07
H 2.6051 -2.1540 1.3208 0.05
H 1.9507 -0.8464 1.2335 0.00
O 1.7128 -1.7927 1.1856 -0.08
H 2.3205 1.2776 1.0022 0.04
H 3.2042 0.8864 -0.0412 0.04
O 3.1174 0.7213 0.9000 -0.07



(4)
18
Properties=species:S:1:pos:R:3:lowdin_charge:R:1 method="wB97M-V/def2-TZVPD" homo_energy_ev=-9.85
C 0.7171 -1.0356 -1.6121 -0.13
N 0.5557 -0.3607 -0.3456 -0.17
C -0.4019 0.7331 -0.2890 -0.20
C -0.3405 1.5484 0.9411 -0.25
O -1.2208 2.3670 1.2109 0.02
H 1.2273 -0.4587 -2.4306 0.10
H -0.2654 -1.3013 -2.0440 0.08
H 1.4147 -1.9186 -1.4679 0.10
H 0.2413 -1.0226 0.3622 0.13
H -0.3546 1.4011 -1.1495 0.14
H -1.4787 0.3054 -0.2757 0.15
H 0.5078 1.4554 1.6988 0.14
H 3.5865 0.4115 0.2586 0.04
H 2.0452 0.5895 -0.1281 -0.03
O 2.9457 0.9792 -0.2050 -0.11
H -3.6738 -1.6120 2.1532 -0.03
H -2.5624 -0.5942 1.6721 0.03
O -2.9433 -1.4870 1.6505 -0.02



(5)
18
Properties=species:S:1:pos:R:3:lowdin_charge:R:1 method="wB97M-V/def2-TZVPD" homo_energy_ev=-9.48
C 1.2715 -1.0229 -0.0243 -0.20
C -0.1159 -1.1623 -0.7985 -0.21
O -0.1231 -0.2817 -1.9677 -0.12
N 0.9144 -0.3891 1.2649 -0.08
C 1.1797 1.0581 1.2339 -0.35
O 1.5750 1.7168 2.3721 -0.03
H 2.2019 -0.5855 -0.3569 0.09
H 1.7727 -2.0624 0.0857 0.13
H -0.4424 -2.2336 -1.0855 0.13
H -0.8439 -0.8829 -0.0213 0.09
H -0.6272 0.5635 -1.7696 0.10
H 1.6706 -0.7284 1.8450 0.10
H 0.2910 1.4878 0.8086 0.11
H 2.0343 1.2044 0.5714 0.12
H 0.8413 1.6161 3.0226 0.11
H -4.3371 0.7691 -2.3439 -0.03
H -3.6123 0.5325 -0.9297 0.07
O -3.6505 0.4003 -1.9069 -0.02



(6)
18
Properties=species:S:1:pos:R:3:lowdin_charge:R:1 method="wB97M-V/def2-TZVPD" homo_energy_ev=-9.46
O 1.4740 -0.2910 -1.5304 0.05
C 1.1253 0.7764 -1.1088 -0.25
C -0.2343 1.3395 -0.7785 -0.37
C -1.3307 0.3342 -1.2004 -0.05
N -0.1379 1.4724 0.7008 0.05
H 1.8689 1.5777 -0.9027 0.12
H -0.4803 2.3168 -1.1836 0.13
H -1.9008 0.7385 -2.0427 0.07
H -2.0619 0.1092 -0.4157 0.08
H -1.0034 -0.6530 -1.5257 0.07
H -0.8263 0.8239 1.0705 0.03
H -0.3521 2.4146 0.9733 0.07
H -0.4997 -1.3387 1.8073 -0.01
H -0.7489 -0.7202 3.2172 0.03
O -1.1183 -0.8043 2.3465 -0.08
H 1.2544 -2.7435 0.8853 0.06
H 0.6885 -1.7509 -0.1398 0.01
O 0.5259 -2.1602 0.7002 -0.02



(7)
18
Properties=species:S:1:pos:R:3:lowdin_charge:R:1 method="wB97M-V/def2-TZVPD" homo_energy_ev=-9.61
C -0.3399 0.9428 1.0699 -0.18
C -1.3631 0.6019 -0.0719 -0.20
O -1.1782 -0.7875 -0.3921 -0.11
N 0.9915 0.2814 0.7866 -0.05
C 1.4231 -0.6139 1.9259 -0.22
O 0.6806 -1.9297 2.1208 -0.13
H -0.7673 0.4007 1.9632 0.12
H -0.4034 1.9474 1.3308 0.08
H -2.4358 0.7032 0.1558 0.13
H -0.9902 1.0351 -0.9616 0.09
H -1.6710 -1.3838 0.1605 0.08
H 0.8651 -0.3676 0.0103 0.08
H 1.3181 0.0339 2.8444 0.13
H 2.3935 -0.9412 1.6451 0.09
H 0.5565 -2.1025 1.1183 0.10
H -0.2077 1.0719 -4.9982 0.02
H 0.7263 0.7299 -3.9263 0.04
O 0.4018 0.3780 -4.7815 -0.06



(8)
18
Properties=species:S:1:pos:R:3:mulliken_spin:R:1 method="wB97M-V/def2-TZVPD" spin_multiplicity=2 s_squared=0.76 total_charge=+1 homo_energy_ev="-14.85 / -14.84"
O -0.4902 -0.8451 0.7899 0.28
C 0.2626 -0.2754 1.4881 0.13
C 1.3557 0.6608 0.6999 0.05
C 2.3269 -0.3397 0.0676 0.02
N 0.8602 1.5483 -0.3171 0.38
H 0.3972 -0.5371 2.5509 0.06
H 1.7334 1.3126 1.4826 0.03
H 3.3961 -0.0340 0.2034 0.01
H 2.2550 -0.4629 -1.0033 0.00
H 2.2008 -1.2776 0.5836 0.00
H 0.3698 0.8977 -0.9586 0.01
H 0.0830 2.0783 0.0933 0.01
H -2.5077 -0.0228 -1.5779 0.00
H -1.8675 1.1566 -2.3742 0.00
O -1.6780 0.4458 -1.7521 0.01
H -3.1290 -2.0845 -0.4010 0.00
H -2.3440 -0.9556 0.3294 0.00
O -3.2244 -1.2655 0.0957 0.00



(9)
19
Properties=species:S:1:pos:R:3:lowdin_charge:R:1 method="wB97M-V/def2-TZVPD" homo_energy_ev=-9.36
O 1.4392 -1.9529 0.9474 -0.03
C 1.2715 -1.1684 -0.0130 -0.38
N 1.2523 0.1792 0.0349 0.02
C 0.6305 0.9423 -1.0717 -0.26
C -0.9014 0.8038 -0.9731 -0.53
S -1.6622 1.5385 -2.5259 0.68
H 1.2055 -1.6106 -0.9598 0.12
H 1.1821 0.5589 1.0354 0.13
H 0.9737 0.5498 -2.0619 0.12
H 0.8959 1.9907 -1.0142 0.11
H -1.2635 1.4110 -0.1476 0.07
H -1.3056 -0.2625 -0.8936 0.07
H -1.4806 0.4221 -3.2043 -0.17
H -1.1177 -1.0277 0.6791 0.03
H -1.1276 -2.5641 0.3122 0.01
O -1.6828 -1.8397 0.4988 -0.06
H -0.2164 0.8267 3.0312 0.05
H 1.1769 0.2686 3.4685 0.10
O 0.7302 0.9343 2.8576 -0.08



(10)
17
Properties=species:S:1:pos:R:3:lowdin_charge:R:1 method="wB97M-V/def2-TZVPD" homo_energy_ev=-8.88
C -1.2073 1.3727 -0.0648 -0.16
C -1.5381 0.1117 0.7084 -0.55
S -3.1568 -0.7456 0.2036 0.66
H -0.9804 2.1837 0.6274 0.08
H -0.4400 1.3200 -0.8345 0.06
H -2.0906 1.6276 -0.6570 0.05
H -1.7212 0.1786 1.7799 0.05
H -0.7418 -0.6265 0.6552 0.02
H -3.3781 0.0763 -0.7945 -0.20
N 2.5646 0.1223 -0.0597 0.03
C 1.9192 -1.1468 0.1779 -0.35
O 0.9194 -1.4922 -0.7974 -0.09
H 1.8290 0.8104 -0.0182 0.05
H 3.0564 0.0473 -0.9410 0.08
H 1.3947 -1.1063 1.1379 0.10
H 2.6207 -1.9691 0.3115 0.11
H 0.9503 -0.7642 -1.4347 0.07



(11)
17
Properties=species:S:1:pos:R:3:lowdin_charge:R:1 method="wB97M-V/def2-TZVPD" homo_energy_ev=-8.39
C 2.0644 -1.1713 -0.6189 -0.48
S 1.5648 -2.6607 0.2216 0.69
C 3.0680 -3.7901 -0.1473 -0.37
H 1.0579 -0.7145 -1.0802 0.08
H 2.4448 -0.5328 0.2360 0.04
H 2.8571 -1.3007 -1.2616 -0.01
H 3.5160 -3.7729 -1.1561 0.04
H 2.9341 -4.7809 0.2242 0.01
H 3.8247 -3.4637 0.5378 0.00
N -2.0397 2.3298 0.0951 0.01
C -3.2597 2.5239 0.7323 -0.39
O -3.9860 3.7384 0.3551 -0.08
H -1.2390 2.9123 0.3904 0.10
H -2.2686 2.3039 -0.8955 0.09
H -3.2865 2.4032 1.8478 0.12
H -3.9998 1.7445 0.5013 0.11
H -3.2523 4.2317 0.0181 0.04



(12)
17
Properties=species:S:1:pos:R:3:lowdin_charge:R:1 method="wB97M-V/def2-TZVPD" homo_energy_ev=-8.47
C 0.1897 -2.4262 4.2936 -0.47
S 0.6970 -0.8587 3.5824 0.70
C -0.9280 -0.1508 3.2231 -0.48
H 0.9285 -2.8088 4.9934 0.02
H 0.0076 -3.1502 3.4391 0.04
H -0.8470 -2.3652 4.8050 0.06
H -0.8970 0.9668 3.0333 0.04
H -1.3803 -0.6640 2.3592 0.03
H -1.6832 -0.1782 4.1030 0.06
N -0.4507 1.2159 -4.6732 0.02
C 0.5803 1.1807 -3.7065 -0.27
O 1.7096 2.1983 -3.8921 -0.16
H -1.0214 2.0679 -4.7443 0.09
H -0.3168 0.8414 -5.5629 0.04
H 0.2189 1.4101 -2.7534 0.09
H 1.1096 0.2700 -3.7228 0.09
H 2.0833 2.4508 -4.7768 0.08